## a
{"formula": "CH5NO2S", "method": "ωB97M-V/def2-TZVPD", "gap_ev": [7.965, 7.968], "charge": 0, "smiles": "C=[S@](N)(=O)O", "symbols": ["C", "N", "O", "O", "S", "H", "H", "H", "H", "H"], "positions_angstrom": [[0.38633, 1.69391, 0.13119], [0.34834, -0.70671, -0.94609], [-1.85278, 0.33338, -0.58888], [-1.17938, -1.57924, 0.97872], [-0.61544, 0.04615, 0.15589], [1.29930, 1.41034, 0.36284], [-0.02146, 2.27688, 0.92264], [0.04074, -0.68647, -1.85560], [0.76337, -1.69179, -0.75994], [-2.16622, -1.41146, 0.93026]], "mulliken_charge": [-0.658, -0.530, -0.617, -0.610, 0.955, 0.323, 0.266, 0.246, 0.287, 0.338]}

## b
{"formula": "CH5NO2S", "method": "ωB97M-V/def2-TZVPD", "gap_ev": 10.085, "charge": 0, "symbols": ["C", "N", "O", "O", "S", "H", "H", "H", "H", "H"], "positions_angstrom": [[0.46347, -1.13145, -0.60173], [-4.28592, 0.81298, -0.61871], [-3.32685, -0.94625, 0.78560], [-0.13919, -0.92747, 0.43687], [-3.10029, 0.33081, 0.15587], [-0.67642, -3.17144, -2.68728], [1.48876, -1.05768, -0.74077], [-0.05861, -1.33652, -1.47590], [-5.24762, 0.53315, -0.64570], [-0.00530, -2.85157, -2.63163]], "mulliken_charge": [0.001, -0.403, -0.429, -0.395, 0.558, 0.130, 0.300, 0.081, 0.266, -0.110]}

Of them, the most stable is b and the least stable is a.

## a
{"formula": "CH5NO2S", "method": "ωB97M-V/def2-TZVPD", "gap_ev": 11.105, "charge": 0, "smiles": "CO[S@@H](=N)=O", "symbols": ["C", "N", "O", "O", "S", "H", "H", "H", "H", "H"], "positions_angstrom": [[1.43104, -0.29070, -0.25356], [-2.24267, 0.79572, -0.09975], [-1.20437, -1.35703, 0.04226], [0.40499, 0.70483, -0.21146], [-1.04409, 0.01885, 0.36118], [2.30500, 0.21626, -0.73498], [1.11923, -1.06696, -1.08980], [1.66138, -0.68538, 0.68187], [-1.84403, 1.72129, -0.43634], [-0.58648, -0.05686, 1.74060]], "mulliken_charge": [-0.615, -0.591, -0.536, -0.326, 0.780, 0.228, 0.272, 0.333, 0.265, 0.190]}

## b
{"formula": "CH5NO2S", "method": "ωB97M-V/def2-TZVPD", "gap_ev": [8.749, 7.373], "charge": 0, "symbols": ["C", "N", "O", "O", "S", "H", "H", "H", "H", "H"], "positions_angstrom": [[1.60412, 1.09281, -0.24518], [-0.71142, 0.32934, -0.59603], [-0.27430, -1.99209, 0.20407], [-0.73183, -0.92081, -0.86644], [-1.72092, 1.02561, 0.60099], [1.03555, 1.83964, 0.33039], [1.85567, 0.21167, 0.25202], [1.90142, 1.33731, -1.27450], [-1.03481, -2.66652, 0.25651], [-1.92349, -0.25695, 1.33817]], "mulliken_charge": [-0.665, -0.040, -0.398, -0.117, -0.092, 0.222, 0.308, 0.278, 0.312, 0.192]}

Of them, the most stable is a and the least stable is b.

## a
{"formula": "C6H9NO2", "method": "ωB97M-V/def2-TZVPD", "gap_ev": 8.499, "charge": 0, "symbols": ["C", "C", "C", "C", "C", "C", "O", "O", "N", "H", "H", "H", "H", "H", "H", "H", "H", "H"], "positions_angstrom": [[-0.68609, -1.51027, 0.95634], [1.03001, 0.37472, 0.84910], [-0.27110, -0.16899, 0.43508], [-0.76025, 0.31458, -0.74513], [0.62329, -0.07996, -2.08062], [-1.82840, 0.86348, -1.29001], [1.16758, 1.77427, 0.78171], [1.43541, -0.13696, 2.09040], [1.78439, -0.09885, -1.84158], [2.32935, 0.18295, 2.26048], [0.44937, 2.16988, 1.29069], [1.70364, 0.03890, -0.03073], [-0.03860, -0.29784, -2.90774], [-1.66165, -1.79913, 0.56467], [0.04929, -2.27499, 0.67094], [-0.71857, -1.48623, 2.04851], [-1.93907, 0.95024, -2.36316], [-2.66859, 1.18420, -0.68895]], "mulliken_charge": [-1.316, 0.020, 0.509, 0.263, 0.040, -0.797, -0.502, -0.518, -0.598, 0.341, 0.325, 0.403, 0.333, 0.411, 0.279, 0.317, 0.208, 0.281]}

## b
{"formula": "C6H9NO2", "method": "ωB97M-V/def2-TZVPD", "gap_ev": 9.382, "charge": 0, "smiles": "O[C@H]1C=NO[C@@H]2C[C@H]2C1", "symbols": ["C", "C", "C", "C", "C", "C", "H", "H", "H", "H", "H", "H", "H", "H", "H", "N", "O", "O"], "positions_angstrom": [[-1.46876, -0.35119, -0.33458], [-0.40404, -1.37753, 0.02288], [0.89024, -0.86052, -0.55052], [2.30771, -0.99365, -0.10568], [1.44059, 0.17805, 0.50259], [-1.03096, 1.11086, -0.35748], [-3.44901, -0.44110, 0.28176], [-1.76662, -0.70406, -1.29913], [-0.17388, -1.60523, 1.22543], [-0.62530, -2.41010, -0.31563], [0.78756, -0.35506, -1.55794], [3.47316, -0.92122, -0.63109], [2.43808, -1.69038, 0.69507], [1.14637, -0.07027, 1.62866], [-2.01622, 1.63368, -0.58833], [-0.07975, 1.76280, -0.15292], [-2.47368, -0.48641, 0.53753], [1.26562, 1.48491, 0.28352]], "mulliken_charge": [0.190, -0.520, -0.313, -0.647, -0.080, -0.028, 0.354, 0.241, 0.263, 0.280, 0.415, 0.234, 0.254, 0.244, 0.255, -0.370, -0.559, -0.212]}

Of them, the most stable is a and the least stable is b.

## a
{"formula": "C3H5FO", "method": "ωB97M-V/def2-TZVPD", "gap_ev": [10.108, 7.675], "charge": 0, "symbols": ["C", "C", "C", "O", "F", "H", "H", "H", "H", "H"], "positions_angstrom": [[0.85230, -2.55579, -0.78031], [-0.46750, -1.91025, -0.55551], [1.61277, 1.44129, -0.67569], [0.57645, -1.50143, 0.08116], [-0.95578, -1.07123, -1.53792], [0.88807, -3.57285, -0.38776], [1.30915, -2.31982, -1.75291], [2.25006, 1.85293, -1.37692], [1.49960, 0.34829, -0.40581], [0.88980, 2.06577, -0.26404]], "mulliken_charge": [-0.276, 0.279, -0.795, -0.311, -0.210, 0.251, 0.223, 0.328, 0.240, 0.270]}

## b
{"formula": "C3H5FO", "method": "ωB97M-V/def2-TZVPD", "gap_ev": 9.746, "charge": 0, "symbols": ["C", "C", "C", "O", "F", "H", "H", "H", "H", "H"], "positions_angstrom": [[-1.49732, -0.02763, 0.49730], [0.90896, 0.61014, -0.40189], [0.27508, -0.72147, 0.01608], [-1.87667, -0.10014, 1.59273], [0.02001, -1.76398, -0.85522], [-1.76350, 0.44898, -0.37463], [1.74481, 0.51774, -1.04296], [1.33277, 1.11189, 0.53702], [0.18718, 1.16797, -0.86922], [0.66868, -1.24349, 0.90079]], "mulliken_charge": [-0.004, -0.982, 0.055, -0.385, -0.302, 0.368, 0.329, 0.260, 0.345, 0.316]}

Of them, the most stable is b and the least stable is a.

## a
{"formula": "C3H5FO", "method": "ωB97M-V/def2-TZVPD", "gap_ev": 10.992, "charge": 0, "smiles": "FC1COC1", "symbols": ["C", "C", "C", "H", "H", "H", "H", "H", "O", "F"], "positions_angstrom": [[0.71052, 0.39348, 0.13492], [0.21570, -0.88365, -0.60128], [-0.77243, 0.48936, 0.57793], [1.37724, 0.18196, 0.96834], [0.09499, -0.66263, -1.63225], [0.60706, -1.94791, -0.55823], [-1.06440, 0.54896, 1.63808], [-1.32196, 1.26019, 0.02861], [-1.01782, -0.80311, 0.09358], [1.17112, 1.42335, -0.64971]], "mulliken_charge": [0.238, -0.355, -0.364, 0.271, 0.222, 0.216, 0.226, 0.229, -0.374, -0.309]}

## b
{"formula": "C3H5FO", "method": "ωB97M-V/def2-TZVPD", "gap_ev": 9.555, "charge": 0, "smiles": "CO/C=C\\F", "symbols": ["C", "C", "C", "H", "H", "H", "H", "H", "O", "F"], "positions_angstrom": [[-1.68831, -0.39915, 0.00884], [0.61100, 0.47593, -0.10888], [1.90616, 0.25750, -0.02419], [-2.05467, 0.76552, 0.08609], [-1.77906, -0.67142, 1.02944], [-1.91090, -1.17007, -0.67398], [0.40422, 1.49184, 0.08471], [2.83126, 0.82608, -0.16973], [-0.30261, -0.48967, -0.25069], [1.98292, -1.08655, 0.01840]], "mulliken_charge": [-0.573, -0.074, -0.209, 0.245, 0.263, 0.260, 0.306, 0.327, -0.298, -0.247]}

## c
{"formula": "C3H5FO", "method": "ωB97M-V/def2-TZVPD", "gap_ev": 10.761, "charge": 0, "smiles": "CC(=O)CF", "symbols": ["C", "C", "C", "H", "H", "H", "H", "H", "O", "F"], "positions_angstrom": [[-0.61539, 1.10078, -0.00954], [-0.64509, -0.34479, 0.03254], [0.81081, -1.05642, 0.05412], [0.31130, 1.33443, 0.22549], [-1.28969, 1.64910, 0.67640], [-0.63484, 1.59639, -1.00610], [0.98962, -1.73733, -0.75597], [0.96724, -1.45999, 1.11073], [-1.59597, -1.07733, -0.16641], [1.70200, -0.00483, -0.16126]], "mulliken_charge": [-1.066, 0.524, -0.123, 0.410, 0.319, 0.298, 0.267, 0.196, -0.528, -0.297]}

Of them, the most stable is c and the least stable is b.

## a
{"formula": "C4H9Cl", "method": "ωB97M-V/def2-TZVPD", "gap_ev": 9.610, "charge": 0, "symbols": ["C", "C", "C", "C", "H", "H", "H", "H", "H", "H", "H", "H", "H", "Cl"], "positions_angstrom": [[-1.03199, -0.77813, 0.88824], [-0.06767, 0.48178, 0.32865], [-0.27018, 0.26083, -1.17132], [1.41925, 0.18374, 0.30802], [-2.00518, -0.49587, 1.00118], [-0.87837, -1.67634, 0.34967], [-0.44016, -1.17440, 2.02213], [0.52434, 1.10128, -1.66142], [-0.31565, -0.74384, -1.70174], [-1.35048, 0.56678, -1.68979], [1.48062, -0.48992, -1.30123], [1.65832, 1.55866, 0.37786], [1.79539, -0.82717, 1.36319], [-0.51824, 2.03262, 0.88656]], "mulliken_charge": [-1.291, 1.051, -1.541, -0.737, 0.429, 0.393, 0.234, 0.352, 0.324, 0.271, 0.254, 0.214, 0.213, -0.167]}

## b
{"formula": "C4H9Cl", "method": "ωB97M-V/def2-TZVPD", "gap_ev": 11.593, "charge": 0, "symbols": ["C", "C", "C", "C", "H", "H", "H", "H", "H", "H", "H", "H", "H", "Cl"], "positions_angstrom": [[-1.39676, -1.17020, -0.03520], [-0.50986, -0.02808, 0.39531], [0.69461, -0.03190, -0.26899], [1.28762, 1.27014, 0.05219], [-2.73571, -0.72919, -0.14820], [-1.00656, -1.67109, -1.19901], [-1.20482, -2.13937, 0.71911], [-0.51716, 0.00475, 1.47237], [-1.01354, 0.89194, -0.35144], [0.50101, 0.07756, -1.29556], [1.18732, 1.47592, 1.24671], [0.80998, 2.20374, -0.33039], [2.20356, 1.41483, -0.35141], [1.70030, -1.56904, 0.09451]], "mulliken_charge": [-0.919, -0.304, 0.025, -1.268, 0.247, 0.227, 0.258, 0.352, 0.206, 0.354, 0.242, 0.349, 0.442, -0.212]}

Of them, the most stable is b and the least stable is a.